{"formula": "C42H64ClIN4O8", "method": "ωB97M-V/def2-TZVPD", "species": ["O", "C", "I", "C", "C", "C", "N", "C", "O", "C", "O", "C", "C", "C", "C", "C", "C", "C", "C", "C", "O", "O", "Cl", "H", "H", "H", "H", "H", "H", "H", "H", "H", "H", "C", "C", "C", "C", "C", "C", "N", "O", "C", "C", "C", "H", "H", "H", "H", "H", "H", "H", "H", "H", "H", "H", "H", "H", "H", "H", "H", "H", "H", "C", "C", "C", "C", "C", "C", "N", "O", "C", "C", "C", "H", "H", "H", "H", "H", "H", "H", "H", "H", "H", "H", "H", "H", "H", "H", "H", "H", "H", "C", "C", "C", "C", "C", "C", "N", "O", "C", "C", "C", "H", "H", "H", "H", "H", "H", "H", "H", "H", "H", "H", "H", "H", "H", "H", "H", "H", "H"], "coordinates": [[4.351, -2.913, 1.573], [5.014, -2.596, 0.655], [6.462, -3.903, -0.179], [4.854, -1.227, -0.004], [3.408, -1.075, -0.362], [2.937, -1.753, -1.442], [1.640, -1.683, -1.788], [0.755, -0.960, -1.104], [-0.521, -0.989, -1.552], [-1.350, -1.904, -0.835], [-0.838, -2.822, -0.291], [-2.776, -1.632, -0.907], [-3.557, -2.588, -1.496], [-4.918, -2.401, -1.583], [-5.483, -1.244, -1.080], [-4.713, -0.301, -0.486], [-3.350, -0.487, -0.395], [1.172, -0.216, -0.012], [2.502, -0.284, 0.348], [2.942, 0.492, 1.543], [2.456, 0.298, 2.597], [3.892, 1.393, 1.237], [4.504, 2.238, 2.569], [5.431, -1.191, -0.918], [5.199, -0.470, 0.681], [3.569, -2.365, -2.054], [1.332, -2.212, -2.596], [-3.105, -3.488, -1.880], [-5.537, -3.147, -2.039], [-6.545, -1.124, -1.164], [-5.208, 0.576, -0.115], [-2.746, 0.264, 0.079], [0.473, 0.391, 0.533], [-1.175, 5.328, 2.404], [-0.800, 3.849, 2.200], [0.674, 3.715, 1.839], [1.006, 4.134, 0.407], [0.115, 3.391, -0.586], [-1.374, 3.533, -0.283], [-1.651, 3.216, 1.151], [-1.673, 1.940, 1.325], [-1.850, 4.955, -0.643], [-2.172, 2.592, -1.179], [-1.049, 3.187, 3.550], [-0.944, 5.968, 1.557], [-2.238, 5.426, 2.624], [-0.621, 5.732, 3.250], [0.978, 2.669, 1.978], [1.267, 4.301, 2.542], [0.900, 5.215, 0.293], [2.053, 3.908, 0.192], [0.307, 3.742, -1.601], [0.384, 2.327, -0.569], [-2.818, 5.169, -0.190], [-1.964, 5.044, -1.722], [-1.152, 5.738, -0.353], [-1.853, 1.555, -1.080], [-2.029, 2.881, -2.218], [-3.237, 2.645, -0.952], [-2.107, 3.211, 3.811], [-0.498, 3.726, 4.318], [-0.715, 2.150, 3.573], [-8.444, -3.097, 4.810], [-8.158, -3.823, 3.483], [-7.798, -5.286, 3.750], [-6.394, -5.475, 4.325], [-5.354, -4.790, 3.440], [-5.665, -3.316, 3.187], [-7.073, -3.131, 2.722], [-7.163, -3.402, 1.461], [-5.389, -2.506, 4.470], [-4.718, -2.761, 2.136], [-9.461, -3.760, 2.697], [-7.636, -3.154, 5.533], [-8.666, -2.044, 4.630], [-9.315, -3.543, 5.290], [-7.871, -5.850, 2.814], [-8.540, -5.714, 4.426], [-6.346, -5.091, 5.348], [-6.169, -6.541, 4.391], [-4.363, -4.871, 3.891], [-5.306, -5.319, 2.482], [-5.849, -1.519, 4.416], [-4.316, -2.363, 4.593], [-5.729, -2.996, 5.379], [-4.743, -3.319, 1.202], [-3.694, -2.817, 2.505], [-4.945, -1.719, 1.910], [-9.718, -2.731, 2.443], [-10.265, -4.169, 3.308], [-9.418, -4.339, 1.777], [8.723, 2.861, -3.874], [8.329, 1.503, -3.264], [8.788, 0.361, -4.171], [7.939, 0.204, -5.432], [6.460, 0.080, -5.070], [5.958, 1.230, -4.198], [6.854, 1.439, -3.018], [6.591, 0.570, -2.100], [5.840, 2.513, -5.045], [4.544, 0.927, -3.714], [9.078, 1.423, -1.939], [8.355, 3.020, -4.883], [8.367, 3.680, -3.249], [9.808, 2.933, -3.932], [8.757, -0.578, -3.610], [9.832, 0.524, -4.443], [8.102, 1.045, -6.110], [8.256, -0.688, -5.974], [5.856, 0.036, -5.979], [6.306, -0.869, -4.545], [5.751, 3.395, -4.409], [4.948, 2.466, -5.668], [6.672, 2.663, -5.728], [4.488, -0.022, -3.179], [3.879, 0.860, -4.574], [4.177, 1.717, -3.057], [8.735, 2.192, -1.245], [10.139, 1.580, -2.121], [8.966, 0.453, -1.458]], "mulliken_charge": [-0.41, 0.16, 0.07, -0.71, 0.36, -0.46, 0.26, -0.53, -0.45, -0.05, -0.51, 0.45, -0.45, -0.73, -0.41, -1.06, 0.20, 0.05, 0.20, 0.32, -0.49, -0.16, -0.03, 0.20, 0.55, 0.57, 0.40, 0.48, 0.47, 0.44, 0.52, 0.75, 0.95, -1.66, 1.70, -1.01, -0.78, -0.64, 2.14, 0.40, -0.62, -2.05, -1.44, -1.92, 0.30, 0.39, 0.43, -0.02, 0.49, 0.42, 0.51, 0.47, -0.35, 0.39, 0.52, 0.32, -0.18, 0.54, 0.47, 0.47, 0.45, 0.31, -1.62, 1.58, -1.24, -0.58, -1.27, 2.22, 0.47, -0.58, -2.05, -2.33, -1.88, 0.28, 0.38, 0.45, 0.37, 0.40, 0.33, 0.39, 0.41, 0.37, 0.36, 0.50, 0.39, 0.35, 0.52, 0.54, 0.45, 0.43, 0.36, -1.56, 1.61, -1.24, -0.50, -1.31, 2.08, 0.29, -0.40, -1.98, -1.86, -1.98, 0.28, 0.38, 0.44, 0.37, 0.41, 0.33, 0.40, 0.38, 0.32, 0.38, 0.50, 0.36, 0.00, 0.50, 0.56, 0.45, 0.44, 0.36], "s2": 3.762, "lumo_energy_ev": [-4.29, -4.29], "homo_lumo_gap_ev": [5.454, 6.409], "multiplicity": 4, "total_charge": 1}

{"formula": "C28H37N2O2PZr", "method": "ωB97M-V/def2-TZVPD", "species": ["C", "C", "C", "C", "C", "C", "C", "C", "N", "Zr", "C", "P", "H", "H", "H", "H", "H", "H", "H", "H", "C", "C", "H", "C", "C", "H", "H", "H", "H", "H", "H", "H", "H", "H", "H", "H", "H", "H", "H", "C", "C", "C", "C", "C", "C", "N", "C", "C", "C", "C", "C", "C", "C", "O", "O", "C", "C", "H", "H", "H", "H", "H", "H", "H", "H", "H", "H", "H", "H", "H", "H"], "coordinates": [[0.501, 3.135, -4.364], [-0.779, 2.674, -4.038], [-0.999, 1.753, -2.993], [0.110, 1.289, -2.232], [1.416, 1.710, -2.623], [1.604, 2.630, -3.669], [-2.410, 1.235, -2.786], [-2.438, -0.272, -2.474], [-2.668, -1.101, -3.655], [0.020, -0.084, -0.703], [2.614, 1.043, -1.970], [2.054, -0.710, -1.697], [-1.644, 3.025, -4.615], [2.621, 2.936, -3.945], [0.639, 3.856, -5.176], [2.833, 1.459, -0.968], [3.528, 1.119, -2.587], [-2.897, 1.752, -1.946], [-2.999, 1.452, -3.693], [-1.506, -0.564, -1.925], [3.420, -1.551, -0.786], [2.115, -1.455, -3.383], [-3.286, -0.450, -1.782], [-1.502, -1.220, -4.519], [-3.215, -2.401, -3.301], [0.205, -1.022, 0.830], [-1.765, -1.809, -5.416], [-1.171, -0.224, -4.854], [-0.634, -1.722, -4.021], [-3.461, -2.966, -4.218], [-2.517, -3.028, -2.691], [-4.143, -2.263, -2.718], [3.132, -1.413, -3.811], [1.776, -2.503, -3.334], [1.419, -0.888, -4.024], [4.377, -1.467, -1.331], [3.525, -1.088, 0.209], [3.173, -2.618, -0.652], [-0.285, -1.510, 0.358], [3.704, 0.744, 3.827], [2.749, -0.361, 3.459], [3.300, -1.571, 3.011], [2.483, -2.617, 2.620], [1.105, -2.459, 2.629], [0.493, -1.250, 3.031], [-0.936, -1.157, 2.787], [-1.830, -0.149, 3.223], [-2.461, -0.515, 4.431], [-3.366, 0.305, 5.073], [-3.673, 1.526, 4.523], [-3.105, 1.920, 3.317], [-2.179, 1.121, 2.563], [-1.819, 1.831, 1.208], [-2.271, 3.061, 1.095], [-1.167, 1.492, 0.089], [1.330, -0.189, 3.499], [0.744, 1.105, 3.997], [3.503, 1.625, 3.179], [3.580, 1.019, 4.893], [4.762, 0.452, 3.662], [4.374, -1.708, 2.954], [2.921, -3.544, 2.266], [0.506, -3.280, 2.259], [-1.395, -2.064, 2.599], [-2.233, -1.468, 4.895], [-3.828, -0.009, 5.999], [-4.376, 2.175, 5.027], [-3.447, 2.887, 2.984], [0.228, 1.629, 3.178], [0.053, 0.891, 4.838], [1.489, 1.820, 4.395]], "mulliken_charge": [-0.82, -0.58, 0.43, 0.84, 0.26, -0.94, -1.45, 0.90, -0.05, -0.23, -1.29, 1.11, 0.45, 0.46, 0.44, 0.35, 0.58, 0.44, 0.49, -0.52, -0.94, -1.33, 0.61, -0.65, -0.93, 0.11, 0.48, 0.21, 0.05, 0.33, 0.29, 0.35, 0.46, 0.41, 0.29, 0.48, 0.14, 0.42, 0.64, -1.71, 0.84, -1.07, -0.82, -0.11, -0.81, 0.38, 0.08, -0.11, -0.72, -0.69, -1.21, 0.36, 0.49, -0.64, -0.39, 1.17, -1.07, 0.36, 0.41, 0.37, 0.41, 0.53, 0.52, 0.40, 0.41, 0.43, 0.44, 0.50, 0.18, 0.30, 0.47], "lumo_energy_ev": [-9.08, -9.18], "homo_lumo_gap_ev": [4.643, 4.480], "multiplicity": 1, "total_charge": 2}

{"formula": "C31H33N7O3", "method": "ωB97M-V/def2-TZVPD", "species": ["C", "H", "O", "C", "C", "C", "C", "C", "C", "H", "H", "H", "N", "C", "O", "C", "N", "N", "C", "N", "N", "C", "C", "C", "C", "C", "C", "H", "H", "C", "H", "H", "H", "H", "H", "H", "H", "C", "C", "C", "N", "C", "C", "C", "C", "C", "C", "H", "H", "H", "H", "H", "H", "C", "O", "N", "H", "C", "C", "H", "H", "H", "C", "H", "H", "H", "C", "H", "H", "H", "H", "H", "H", "H"], "coordinates": [[-0.801, -6.407, -0.227], [-0.740, -7.490, -0.322], [0.340, -5.904, -0.882], [0.529, -4.562, -0.920], [-0.345, -3.625, -0.383], [-0.049, -2.269, -0.480], [1.087, -1.836, -1.146], [1.956, -2.776, -1.676], [1.690, -4.123, -1.561], [2.363, -4.863, -1.961], [2.856, -2.447, -2.172], [1.300, -0.781, -1.222], [-0.961, -1.329, 0.072], [-1.226, -1.223, 1.385], [-2.079, -0.494, 1.847], [-0.317, -2.038, 2.323], [1.051, -1.840, 1.970], [1.526, -0.662, 1.641], [2.783, -0.941, 1.307], [3.030, -2.260, 1.459], [1.938, -2.798, 1.868], [3.725, 0.032, 0.804], [5.018, -0.352, 0.455], [5.897, 0.583, -0.052], [5.512, 1.910, -0.225], [4.218, 2.280, 0.123], [3.329, 1.356, 0.634], [2.325, 1.644, 0.904], [3.901, 3.306, -0.004], [6.486, 2.911, -0.767], [6.966, 2.532, -1.667], [7.267, 3.108, -0.032], [5.991, 3.850, -1.000], [6.901, 0.285, -0.320], [5.311, -1.382, 0.588], [-0.506, -1.672, 3.338], [-0.526, -3.108, 2.280], [-1.653, -0.473, -0.897], [-0.878, 0.769, -1.206], [-0.396, 1.066, -2.451], [0.307, 2.235, -2.424], [0.307, 2.721, -1.148], [0.889, 3.873, -0.634], [0.724, 4.126, 0.710], [-0.011, 3.256, 1.522], [-0.593, 2.115, 1.018], [-0.436, 1.825, -0.340], [-1.162, 1.461, 1.659], [-0.122, 3.491, 2.570], [1.165, 5.009, 1.147], [1.449, 4.542, -1.271], [0.766, 2.660, -3.211], [-0.511, 0.512, -3.364], [-3.131, -0.294, -0.450], [-3.854, -1.268, -0.423], [-3.505, 0.975, -0.250], [-2.774, 1.666, -0.186], [-4.822, 1.394, 0.233], [-5.870, 1.041, -0.825], [-6.860, 1.335, -0.485], [-5.862, -0.031, -1.000], [-5.652, 1.551, -1.761], [-5.139, 0.693, 1.555], [-4.342, 0.871, 2.272], [-6.079, 1.058, 1.961], [-5.211, -0.378, 1.392], [-4.755, 2.907, 0.435], [-4.011, 3.157, 1.188], [-5.719, 3.282, 0.767], [-4.493, 3.407, -0.496], [-1.716, -1.062, -1.822], [-1.264, -3.916, 0.101], [-0.804, -6.137, 0.834], [-1.724, -6.054, -0.697]], "mulliken_charge": [-0.79, 0.25, -0.48, 0.31, 0.32, -1.34, -0.21, -0.89, -0.78, 0.48, 0.41, 0.35, 1.15, 0.81, -0.51, -1.37, 1.10, -0.44, 0.63, -0.34, -0.90, -0.06, -0.85, -0.63, 1.12, -0.59, -0.17, 0.45, 0.34, -1.55, 0.36, 0.32, 0.33, 0.42, 0.52, 0.41, 0.48, 0.73, -0.47, -0.95, 0.00, -1.36, -0.93, -0.71, -1.31, 1.21, 1.49, 0.50, 0.44, 0.42, 0.46, 0.22, 0.56, -0.13, -0.73, -0.02, 0.19, 1.44, -1.76, 0.47, 0.38, 0.37, -1.62, 0.28, 0.50, 0.38, -1.85, 0.40, 0.43, 0.40, 0.62, 0.72, 0.31, 0.31], "lumo_energy_ev": 0.50, "smiles": "COc1cccc(N(C(=O)Cn2nnc(-c3ccc(C)cc3)n2)[C@@H](C(=O)NC(C)(C)C)c2c[nH]c3ccccc23)c1", "homo_lumo_gap_ev": 8.691, "multiplicity": 1}

{"formula": "C7H16I2O2P", "method": "ωB97M-V/def2-TZVPD", "species": ["C", "C", "C", "I", "P", "I", "H", "H", "H", "H", "H", "H", "H", "H", "H", "H", "O", "C", "O", "C", "C", "C", "H", "H", "H", "H", "H", "H"], "coordinates": [[-2.539, -0.185, -0.852], [-2.007, 0.739, -1.940], [-0.822, 1.587, -1.495], [-1.249, 3.680, -1.760], [0.860, 1.113, -2.312], [3.154, 0.361, -3.391], [-3.506, -0.605, -1.121], [-1.845, -1.003, -0.673], [-2.665, 0.359, 0.085], [-1.666, 0.126, -2.778], [-2.816, 1.355, -2.324], [-0.680, 1.504, -0.418], [1.386, 0.620, -1.057], [1.435, 2.415, -2.039], [0.381, 1.610, -3.600], [0.380, -0.221, -2.632], [0.013, -2.755, 0.573], [0.549, -1.992, 1.320], [1.502, -1.125, 0.928], [2.034, -0.406, 2.045], [0.950, -0.475, 3.120], [0.307, -1.828, 2.816], [2.962, -0.891, 2.357], [2.256, 0.603, 1.706], [1.347, -0.378, 4.128], [0.225, 0.324, 2.959], [0.811, -2.650, 3.327], [-0.757, -1.884, 3.028]], "mulliken_charge": [-1.07, -0.41, -0.77, -0.08, 0.22, -0.52, 0.38, 0.14, 0.33, 0.30, 0.44, 0.45, -0.45, 0.00, 0.14, -0.06, -0.60, 0.54, -0.32, -0.41, -0.52, -0.44, 0.27, 0.33, 0.32, 0.27, 0.26, 0.27], "lumo_energy_ev": 2.71, "homo_lumo_gap_ev": 6.928, "multiplicity": 1, "total_charge": -1}